Here is 2 unconnected molecules or ions with the total composition C7H17NO at a distorted geometry from OMol25. Energies are from ωB97M-V with the def2-TZVPD basis set.

Geometry as ORCA input:
```
! RIJCOSX wB97M-V def2-TZVPD def2/J DEFGRID3
* xyz 0 1
C 0.5061 -2.5629 -0.7001
C 0.1073 -1.5943 -1.7990
N -0.3592 -0.2559 -1.5230
C -1.6160 -0.1548 -0.7602
C 0.5959 0.7339 -1.1008
C 1.9668 0.6218 -1.7015
O 0.2599 1.6532 -0.3948
H 1.1702 -2.2314 0.0943
H 0.9217 -3.4593 -1.1650
H -0.4264 -2.9640 -0.2894
H 0.9124 -1.4786 -2.4983
H -0.5550 -2.0626 -2.5369
H -2.4373 -0.0724 -1.4804
H -1.7388 -1.0311 -0.1224
H -1.6465 0.7710 -0.2031
H 1.9606 0.4181 -2.7744
H 2.6260 1.4227 -1.3929
H 2.3623 -0.3486 -1.4065
C -1.2862 1.7461 2.6440
C 0.1790 1.3254 2.7247
H -1.3584 2.8368 2.5745
H -1.8838 1.3808 1.8241
H -1.8760 1.5370 3.5373
H 0.4288 1.3156 3.7920
H 0.8526 2.0914 2.3988
H 0.3340 0.3622 2.2590
*
```

HOMO energy = -0.3407 hartree
SMILES = CCN(C)C(C)=O.CC
Kohn-Sham gap = 0.3727 hartree
LUMO = 0.87 eV

---

Here is 2 unconnected molecules or ions with the total composition C7H17NO at a distorted geometry from OMol25. Energies are from ωB97M-V with the def2-TZVPD basis set.

Geometry as ORCA input:
```
! RIJCOSX wB97M-V def2-TZVPD def2/J DEFGRID3
* xyz 0 1
C 1.0225 -1.7786 2.2051
C 1.2632 -0.9308 0.8804
N 0.8005 0.4348 1.2028
C -0.6786 0.5650 1.2912
C 1.1848 1.3163 0.1232
C 2.5804 1.1590 -0.5505
O 0.5091 2.1462 -0.4211
H 0.0069 -2.1474 2.0452
H 1.1879 -1.0256 2.9676
H 1.8175 -2.5025 2.4163
H 2.3355 -0.9036 0.7404
H 0.6973 -1.3785 0.0533
H -0.8393 1.2444 2.1357
H -1.1568 0.9947 0.4111
H -1.2273 -0.3879 1.1803
H 2.4579 1.1741 -1.6196
H 3.2187 1.9531 -0.1514
H 3.1929 0.2609 -0.4897
C -2.8174 0.4747 -1.6031
C -1.8086 -0.5978 -2.0327
H -3.3126 0.8116 -2.5041
H -3.4682 0.3051 -0.7387
H -2.3088 1.3253 -1.1284
H -1.0104 -0.0677 -2.5474
H -2.2948 -1.3253 -2.6761
H -1.3524 -1.1197 -1.1897
*
```

HOMO energy = -0.3538 hartree
SMILES = CCN(C)C(C)=O.CC
Kohn-Sham gap = 0.3880 hartree
LUMO = 0.93 eV

---

Here is a gas-phase ion, C7H17NO2PS (charge +1) from OMol25. Energies are from ωB97M-V with the def2-TZVPD basis set.

Geometry as ORCA input:
```
! RIJCOSX wB97M-V def2-TZVPD def2/J DEFGRID3
* xyz 1 1
C 3.2541 1.0102 1.3193
N 2.1554 0.1115 0.9122
C 2.2294 -0.3466 -0.4543
P 0.5568 -0.8013 -1.0251
S 0.6219 -2.1802 -2.5536
C -0.4427 -1.5275 0.2871
C -1.9601 -1.5694 0.0194
C -2.6381 -0.2045 -0.1353
C -2.2181 0.8154 0.9189
O -0.9981 1.4579 0.5073
C -1.0860 2.3706 -0.4739
O -0.1382 2.6572 -1.1391
H 4.0423 1.0459 0.5648
H 3.6978 0.6622 2.2501
H 2.8742 2.0186 1.4782
H 2.1177 -0.6823 1.5375
H 2.5137 0.4813 -1.1099
H 2.9052 -1.1892 -0.6555
H -0.0459 0.3635 -1.4890
H 0.5323 -1.2755 -3.5410
H -0.0750 -2.5499 0.4239
H -0.1957 -0.9673 1.1916
H -2.4089 -2.1183 0.8491
H -2.1429 -2.1579 -0.8819
H -2.4082 0.1935 -1.1294
H -3.7198 -0.3357 -0.1026
H -2.9963 1.5453 1.1451
H -1.9515 0.3237 1.8539
H -2.0754 2.8487 -0.5681
*
```

HOMO energy = -0.4729 hartree
Kohn-Sham gap = 0.3673 hartree
LUMO = -2.87 eV

---

Here is 5 unconnected molecules or ions with the total composition C7H17NO4 at a distorted geometry from OMol25. Energies are from ωB97M-V with the def2-TZVPD basis set.

Geometry as ORCA input:
```
! RIJCOSX wB97M-V def2-TZVPD def2/J DEFGRID3
* xyz 0 1
C -2.0003 -1.6940 1.7755
C -0.7876 -1.4057 1.3266
C -0.4157 -0.6256 0.1394
C 0.4705 0.4366 0.1405
C 0.2794 1.1299 -1.1136
C 1.1119 2.2325 -1.5909
C -0.7530 0.4968 -1.7493
N -1.1834 -0.5812 -1.0023
H -2.2358 -2.0603 2.7706
H -2.9110 -1.5956 1.1750
H 0.0406 -1.6811 1.9757
H 1.0639 0.7166 0.9816
H 0.7031 2.6935 -2.4919
H 1.3233 3.0511 -0.8908
H 2.1209 1.9523 -1.9190
H -1.1879 0.5486 -2.7396
H -1.4681 -1.3606 -1.5669
O 2.2736 -2.5721 0.8176
H 3.2184 -2.6173 0.6656
H 2.1239 -2.6916 1.7588
O 0.2333 1.3913 3.0469
H 0.7308 2.1309 2.6397
H 0.2422 1.3806 3.9956
O 2.6782 -1.0472 -2.6157
H 3.3176 -1.7742 -2.5851
H 2.0807 -1.1114 -1.8467
O -3.1106 2.1424 0.1706
H -2.2318 2.1995 -0.2474
H -3.1725 1.2100 0.4106
*
```

HOMO energy = -0.2911 hartree
SMILES = C=Cc1cc(C)c[nH]1.O.O.O.O
Kohn-Sham gap = 0.3059 hartree
LUMO = 0.40 eV

---

Here is a single C7H17O5PSi molecule at a distorted geometry from OMol25. Energies are from ωB97M-V with the def2-TZVPD basis set.

Geometry as ORCA input:
```
! RIJCOSX wB97M-V def2-TZVPD def2/J DEFGRID3
* xyz 0 1
C -2.6529 0.8377 0.9635
O -2.6942 -0.4144 0.3256
P -1.3795 -1.2681 0.7413
O -0.4646 -0.4764 1.6500
C -0.5766 -1.8954 -0.7947
C 0.5163 -1.0037 -1.2386
O 1.6019 -1.4416 -1.4822
O 0.2386 0.3749 -1.2484
Si 1.6757 1.2966 -1.1026
C 1.1937 3.0598 -0.9840
C 2.4326 0.6726 0.5905
C 2.8677 0.9531 -2.4036
O -1.7259 -2.6556 1.4433
C -2.7393 -2.7315 2.3006
H -3.2545 1.6066 0.3949
H -3.0740 0.7201 1.9933
H -1.6166 1.1996 1.0381
H -0.1094 -2.8213 -0.5121
H -1.3657 -1.9742 -1.5303
H 0.6196 3.4282 -1.8473
H 1.9658 3.8269 -0.8697
H 0.5406 3.0704 -0.1245
H 3.4785 0.8474 0.6622
H 1.9223 1.1246 1.4245
H 2.1352 -0.4106 0.6747
H 3.6777 0.5326 -1.7583
H 3.2172 1.7784 -2.9455
H 2.5768 0.1855 -3.0857
H -2.7316 -3.7192 2.9007
H -2.5586 -1.9655 3.0607
H -3.7168 -2.7374 1.7635
*
```

HOMO energy = -0.3694 hartree
SMILES = COP(=O)(CC(=O)O[Si](C)(C)C)OC
Kohn-Sham gap = 0.3949 hartree
LUMO = 0.69 eV

---

Here is 2 unconnected molecules or ions with the total composition C7H17S at a distorted geometry from OMol25. Energies are from ωB97M-V with the def2-TZVPD basis set.

Geometry as ORCA input:
```
! RIJCOSX wB97M-V def2-TZVPD def2/J DEFGRID3
* xyz -1 1
C -2.2342 -1.8963 -2.2390
C -2.0030 -0.5360 -2.8946
C -0.5367 -0.1519 -2.7494
S -0.1085 0.0785 -1.0058
H -1.5652 -2.5740 -2.8039
H -3.2612 -2.2796 -2.2981
H -1.8671 -1.8745 -1.2080
H -2.3050 -0.6181 -3.9525
H -2.5749 0.2710 -2.4262
H -0.3134 0.7420 -3.3597
H 0.0681 -0.9888 -3.1588
C 0.0261 -0.0291 2.5529
C 1.3222 0.7985 2.3956
C 2.3686 -0.0469 1.5542
C 1.0843 2.1728 1.7518
H -0.7324 0.4687 3.1712
H -0.4083 -0.2026 1.5506
H 0.2506 -1.0084 3.0082
H 1.7834 0.9432 3.3955
H 3.3319 0.4785 1.4880
H 2.0196 -0.2310 0.5287
H 2.5841 -1.0205 2.0249
H 0.3792 2.8320 2.3100
H 2.0363 2.7066 1.6061
H 0.6555 1.9659 0.7586
*
```

HOMO energy = -0.0931 hartree
Kohn-Sham gap = 0.2433 hartree
LUMO = 4.09 eV

---

Here is 2 unconnected molecules or ions with the total composition C7H18B2ClFNO8S from OMol25. Energies are from ωB97M-V with the def2-TZVPD basis set.

Geometry as ORCA input:
```
! RIJCOSX wB97M-V def2-TZVPD def2/J DEFGRID3
* xyz 1 1
C 2.7998 0.0240 0.2107
O 2.3621 0.3488 -1.1310
B 1.4685 1.3007 -1.3739
O 1.2898 2.5133 -0.8366
N 0.6388 0.8927 -2.6820
F 1.2953 1.6215 -3.6938
C -0.7539 1.4476 -2.7384
C -1.8369 0.7385 -1.9302
C -2.5481 -0.4650 -2.5413
Cl -1.1967 0.4508 -0.2697
B 0.9569 -0.6400 -2.9537
O 1.9368 -0.8414 -3.8435
O 0.2391 -1.5158 -2.2592
C 0.8505 -2.5018 -1.4036
H 1.9376 -0.2468 0.8150
H 3.4828 -0.8152 0.1169
H 3.3122 0.8795 0.6475
H 0.6163 2.6442 -0.1553
H -1.0093 1.4963 -3.7981
H -0.6715 2.4752 -2.3872
H -2.5875 1.5154 -1.7843
H -2.1700 -1.4045 -2.1532
H -2.4160 -0.4720 -3.6261
H -3.6154 -0.4009 -2.3363
H 1.7811 -1.5193 -4.5150
H 1.9327 -2.5044 -1.5361
H 0.5814 -2.2577 -0.3769
H 0.4450 -3.4777 -1.6634
C -0.5911 -0.5541 5.5053
C -1.7958 -0.5455 4.5842
O -1.7095 0.7370 3.9325
S -0.1929 1.1503 3.7316
O 0.2348 0.8254 2.4068
O -0.0086 2.4697 4.2069
O 0.4368 0.0846 4.7187
H -0.7575 0.0349 6.4068
H -0.2569 -1.5527 5.7696
H -2.7446 -0.6059 5.1081
H -1.7361 -1.3295 3.8283
*
```

HOMO energy = -0.5080 hartree
Kohn-Sham gap = 0.4091 hartree
LUMO = -2.69 eV

---

Here is a molecular structure, C7H18B3NO7SZn at a distorted geometry from OMol25. Energies are from ωB97M-V with the def2-TZVPD basis set.

Geometry as ORCA input:
```
! RIJCOSX wB97M-V def2-TZVPD def2/J DEFGRID3
* xyz 2 1
N 2.2793 2.1788 1.2555
C 3.3679 1.9136 0.3745
C 2.8921 1.1353 -0.8757
O 3.3741 1.8188 -2.0156
C 3.4613 -0.2727 -0.9639
B 2.5244 -1.3366 -0.3114
O 2.3792 -2.6829 -0.8289
B 1.2648 -3.4357 -0.3007
O 0.3050 -2.8697 0.4079
B 0.4331 -1.4833 0.5241
C -0.7256 -0.4746 0.3321
C -1.8397 -0.6298 1.3795
C -3.0019 0.3296 1.1765
C -3.5446 0.3473 -0.2484
S -5.3102 0.5806 -0.2680
O -5.7197 1.3641 0.8232
O -5.9017 -0.6877 -0.4541
O -5.5586 1.4497 -1.5800
O 1.7678 -1.0384 0.7659
H 2.5491 2.7028 2.0819
H 1.7573 1.3441 1.5019
H 4.1882 1.3956 0.8901
H 3.7713 2.8755 0.0757
H 1.8086 1.1613 -0.9131
H 2.7032 2.4448 -2.3328
H 3.5999 -0.5190 -2.0113
H 4.4419 -0.3389 -0.4908
H 1.2414 -4.6019 -0.5251
H -1.0855 -0.5817 -0.6889
H -0.3160 0.5256 0.4276
H -1.3985 -0.3629 2.3326
H -2.1785 -1.6541 1.4779
H -2.6177 1.3195 1.3858
H -3.7707 0.1387 1.9117
H -3.3524 -0.5850 -0.7613
H -3.0321 1.1091 -0.8182
H -4.8552 1.2307 -2.2179
Zn 4.0986 -3.8106 -0.5179
*
```

HOMO energy = -0.5428 hartree
Kohn-Sham gap = 0.0544 hartree
LUMO = -13.29 eV

---

Here is a molecular structure, C7H18BrI2OP2Tc at a distorted geometry from OMol25. Energies are from ωB97M-V with the def2-TZVPD basis set.

Geometry as ORCA input:
```
! RIJCOSX wB97M-V def2-TZVPD def2/J DEFGRID3
* xyz 3 4
I -0.0141 -1.1097 -4.9553
I -0.0179 1.4909 -3.8050
Tc -0.0040 1.1512 0.1262
P -2.0111 0.0899 0.2410
C -2.9776 -0.0719 -1.2922
C -2.5897 -1.3831 1.1771
H -3.6772 -1.3177 1.3688
H -3.8475 1.2635 1.2182
H -2.0698 -1.5004 2.1388
H -2.3020 1.6527 2.0789
H -2.7050 -1.0119 -1.7918
H -2.4370 -2.3248 0.6288
C -2.7793 1.4862 1.1018
H -4.0308 -0.0600 -0.9646
H -2.6629 2.3945 0.4891
H -2.7232 0.7883 -1.9217
P 2.0276 0.0758 0.2517
C 2.9838 -0.0872 -1.2787
C 2.7859 1.4709 1.1135
H 2.0537 -1.5156 2.1438
H 3.6622 -1.3409 1.3801
H 2.4199 -2.3366 0.6346
C 2.5775 -1.4003 1.1862
H 2.3070 1.6413 2.0891
H 3.8517 1.2411 1.2332
H 4.0326 -0.0809 -0.9473
H 2.7375 0.7726 -1.9080
H 2.6776 2.3799 0.5007
H 2.7092 -1.0238 -1.7782
C 0.0100 -0.2817 -1.1163
O 0.0167 -1.2471 -1.8402
Br -0.0039 0.1948 2.4976
*
```

HOMO energy (spin up / spin down) = -0.6918 / -0.7195 hartree
Kohn-Sham gap (spin up / spin down) = 0.2010 / 0.1820 hartree
LUMO (spin up / spin down) = -13.36 / -14.63 eV

---

Here is a molecular structure, C7H18ClI2IrO2P2 at a distorted geometry from OMol25. Energies are from ωB97M-V with the def2-TZVPD basis set.

Geometry as ORCA input:
```
! RIJCOSX wB97M-V def2-TZVPD def2/J DEFGRID3
* xyz 2 5
I 1.8735 -3.6085 -1.7794
I -0.7415 -3.1249 -1.1120
Ir 0.4617 -0.1190 -0.4093
P 0.2217 0.3678 -2.4682
C -1.4397 0.5926 -3.1940
C 0.9166 1.9991 -2.8255
H 1.9588 -0.9963 -3.2344
H 0.8438 -0.5291 -4.6119
H 0.3128 -1.7586 -3.4108
C 0.9239 -0.8568 -3.5697
H 1.9188 2.0323 -2.3895
H 0.9452 2.1352 -3.9128
H -1.3223 0.8517 -4.2559
H -1.9832 1.3973 -2.6861
H 0.2870 2.7645 -2.3554
H -2.0144 -0.3348 -3.1122
C -1.3944 -0.1395 -0.2716
O -2.5108 -0.2775 0.0590
Cl 2.8435 -0.0313 -0.7311
C 1.4423 -0.0905 4.0656
P 0.1229 -0.0527 2.8830
C -1.0999 -1.3851 3.1178
C -0.9234 1.4339 3.0822
O 0.7794 -0.1714 1.5167
H 2.2934 -0.5822 3.5921
H 1.1046 -0.6786 4.9488
H 1.7269 0.9435 4.3150
H -1.4981 -1.3666 4.1595
H -1.9428 -1.3060 2.3931
H -0.6228 -2.3565 2.8588
H -0.6019 2.2664 2.4191
H -1.9634 1.2086 2.7777
H -0.9180 1.7729 4.1414
*
```

HOMO energy (spin up / spin down) = -0.5930 / -0.5865 hartree
Kohn-Sham gap (spin up / spin down) = 0.3566 / 0.1575 hartree
LUMO (spin up / spin down) = -6.43 / -11.67 eV

---

Here is 2 unconnected molecules or ions with the total composition C7H18ClNSSi at a distorted geometry from OMol25. Energies are from ωB97M-V with the def2-TZVPD basis set.

Geometry as ORCA input:
```
! RIJCOSX wB97M-V def2-TZVPD def2/J DEFGRID3
* xyz 0 1
C 1.4398 1.6238 -0.6058
C 1.3758 0.9314 1.8065
C 2.6438 -0.4558 0.1402
C -2.2361 0.3351 1.6699
C -1.7708 -2.3679 0.1726
C -2.1844 0.2318 -1.4303
C 1.3985 0.4178 0.3561
N 0.2800 -0.3599 0.0658
Si -1.3810 -0.4968 0.1631
S 0.5091 -0.7506 -3.8584
Cl 2.4566 -0.3676 -3.9071
H 1.4454 1.2760 -1.6334
H 0.5613 2.2442 -0.4538
H 2.3343 2.2146 -0.4193
H 1.2696 0.0927 2.4892
H 0.5363 1.6052 1.9531
H 2.3007 1.4564 2.0288
H 3.5492 0.1171 0.3236
H 2.6107 -1.3045 0.8169
H 2.6583 -0.8326 -0.8790
H -1.8243 -0.0486 2.5998
H -2.0934 1.4107 1.6571
H -3.3042 0.1413 1.6730
H -2.8419 -2.5341 0.1727
H -1.3546 -2.8344 -0.7123
H -1.3503 -2.8553 1.0435
H -2.7083 1.1548 -1.2042
H -1.4285 0.4314 -2.1803
H -2.8917 -0.4761 -1.8479
*
```

HOMO energy (spin up / spin down) = -0.3183 / -0.3350 hartree
Kohn-Sham gap (spin up / spin down) = 0.2808 / 0.2440 hartree
LUMO (spin up / spin down) = -1.02 / -2.48 eV

---

Here is a gas-phase ion, C7H18F3N5 (charge +2) at a distorted geometry from OMol25. Energies are from ωB97M-V with the def2-TZVPD basis set.

Geometry as ORCA input:
```
! RIJCOSX wB97M-V def2-TZVPD def2/J DEFGRID3
* xyz 2 1
C -1.6872 -2.1712 0.3773
N -1.2012 -1.2420 -0.6325
N 0.2031 -1.3662 -0.8800
C 1.0239 -0.5857 -0.0026
N 0.9826 -1.0935 1.4336
C 2.5332 -0.5280 -0.2724
F 2.9136 0.0501 -1.4744
C 0.4342 0.8508 -0.2804
N 0.4742 1.0174 -1.7960
C 1.3097 1.9018 0.4395
F 1.5250 1.6360 1.7509
C -1.0332 0.9530 0.3353
N -1.1597 0.5971 1.6097
C -2.2384 1.5473 -0.2634
F -2.3962 1.3805 -1.6520
H -2.6235 -2.7057 0.0496
H -1.0527 -3.1237 0.3479
H -1.6387 -1.7281 1.3633
H -1.8992 -1.3066 -1.3607
H 0.4780 -2.3929 -0.9526
H 1.6715 -0.6679 2.1261
H 0.9948 -2.1039 1.5515
H 2.9563 -1.5195 -0.2439
H 2.9779 0.1380 0.4265
H 0.8235 0.1462 -2.3367
H -0.5226 1.2927 -2.1997
H 1.2225 1.7793 -2.0700
H 0.5832 2.7273 0.3140
H 2.2549 2.0870 -0.1467
H -1.8796 0.9321 2.2117
H -0.3947 -0.1368 2.0289
H -2.4902 2.6579 -0.0505
H -3.1449 0.9771 0.2487
*
```

HOMO energy = -0.6508 hartree
SMILES = CNN[C@@](N)(CF)[C@]([NH3+])(CF)C(=[NH2+])CF
Kohn-Sham gap = 0.3552 hartree
LUMO = -8.04 eV

---

We obtain energy values of -406.87962; -406.84256; -1221.44696; -632.58726; -1284.08583; -675.11788; -1942.03240; -3110.45587; -4284.47338; -2270.00423; -1480.07705; -850.15724 a.u. for the records listed above, in that order.
We obtain M values of 131.219; 131.219; 210.259; 179.216; 240.268; 133.280; 352.362; 358.114; 611.880; 677.645; 211.834; 229.250 g mol⁻¹ for the records listed above, in that order.